1.
Here is one molecule with the formula C10H18N2O5 from OMol25. Energies are from the ωB97M-V functional and the def2-TZVPD basis.

```
35
C10H18N2O5 (the ωB97M-V functional and the def2-TZVPD basis)
C -3.6857 1.6331 -0.2916
C -3.3783 0.7333 0.8285
C -2.6168 -0.4833 0.2428
C -2.0842 -1.5914 1.2653
C -1.4882 -0.2626 -0.7624
N -1.1455 -1.3534 -1.6799
C -0.1580 0.3207 -0.1214
O -0.2491 1.1348 0.8530
N 1.0145 0.0431 -0.7723
C 2.2747 0.3280 -0.0031
C 3.2824 -0.8387 -0.0428
C 4.6393 -0.5435 0.4324
O 4.8670 0.1112 1.4703
O 5.6226 -1.0356 -0.4398
C 2.7879 1.7148 -0.2857
O 3.9663 1.9446 -0.6303
O 1.7309 2.6456 -0.2029
H -4.1431 1.0805 -1.1613
H -4.4549 2.3904 0.0000
H -2.9333 2.3012 -0.6523
H -2.7730 1.2624 1.6556
H -4.3152 0.4503 1.3451
H -3.4027 -1.0170 -0.2123
H -1.8035 -2.5305 0.6192
H -2.8073 -2.0443 2.0254
H -1.0791 -1.2127 1.7312
H -1.7478 0.5674 -1.4291
H -2.2397 -1.7252 -2.0950
H -0.8739 -2.1620 -1.0721
H 1.0762 -0.5731 -1.5202
H 2.0271 0.4066 1.1043
H 3.5371 -1.2097 -1.2315
H 2.8882 -1.8120 0.4482
H 6.5025 -0.8347 0.0279
H 1.1627 2.1616 0.5567
```

Properties
Max |F| = 5.2 eV/Å
E_tot = -877.50672 a.u.
Relative energy (zero: lowest compared OMol25 entry of this formula, charge and spin) = 3.616 eV
E_LUMO = 0.362 eV

Löwdin atomic charge list, values in e, 6 entries: -0.15 -0.24 -0.34 -0.06 -0.33 0.00

2.
Here is one molecule with the formula C10H18N2S from OMol25. Energies are from the ωB97M-V functional and the def2-TZVPD basis.

```
31
C10H18N2S (the ωB97M-V functional and the def2-TZVPD basis)
C 0.0254 -0.4472 -0.4716
C 0.3659 -1.6193 0.1027
C 0.3131 0.5139 1.3565
C 0.4029 -3.0396 -0.5313
C -1.0986 1.3686 -1.6332
C 0.0497 -0.4693 -2.9615
C 1.4586 1.2218 -1.5858
C 0.6356 -0.6730 3.4942
C -1.7974 1.9673 2.1760
C 0.1235 0.4207 -1.6871
N 0.6815 -1.6964 1.3936
N 0.5180 -0.5397 2.0276
S -0.0264 2.1343 1.8572
H 1.2604 -3.5187 -0.0525
H -0.6112 -3.3690 -0.5203
H 0.7335 -3.0243 -1.6201
H -1.2428 1.8033 -0.6345
H -0.8027 2.1130 -2.3164
H -1.9894 0.8052 -2.1209
H -0.8588 -0.9672 -3.1163
H 0.2521 0.1323 -3.8506
H 0.8276 -1.1755 -2.8244
H 2.2902 0.6282 -1.2618
H 1.6613 1.5908 -2.5778
H 1.2517 1.9492 -0.7370
H 0.0210 0.2526 3.8831
H 0.5517 -1.6967 3.8550
H 1.6606 -0.3015 3.7143
H -2.1528 2.7872 2.6520
H -2.0928 1.0871 2.7632
H -2.4114 1.7619 1.2275
```

Properties
Max |F| = 5.7 eV/Å
E_tot = -899.34083 a.u.
Relative energy (zero: lowest compared OMol25 entry of this formula, charge and spin) = 5.868 eV
E_LUMO = 0.648 eV

Löwdin atomic charge list, values in e, 6 entries: 0.07 -0.37 -0.44 -0.02 -0.05 -0.04

3.
Here is a 2-piece molecular cluster, C10H18N3O overall from OMol25. Energies are from the ωB97M-V functional and the def2-TZVPD basis.

```
32
C10H18N3O (the ωB97M-V functional and the def2-TZVPD basis)
C 3.3614 0.0474 1.7055
C -0.4014 -1.9600 1.1666
C 0.7404 -2.5016 0.6190
C -0.3585 -0.7224 1.8106
C 1.9503 -1.8141 0.7693
C 0.8776 -0.1574 2.1093
C 2.0225 -0.5966 1.4459
O -1.5982 -2.6144 0.9704
H 0.8040 -3.4570 0.1153
H -2.2635 -2.1218 1.4592
H -1.2582 -0.4472 2.3556
H 2.7902 -2.1057 0.1491
H 0.7868 0.7341 2.7189
H 3.9558 -0.7306 2.1915
H 3.2151 0.8022 2.4755
H 3.9569 0.5192 0.9314
C -1.9321 2.1090 -1.6251
C -1.7066 3.0532 -0.4466
C -0.6901 -0.0091 -1.8007
N -0.7386 1.3070 -1.8938
N -1.7007 -0.7522 -1.3555
N 0.4484 -0.6291 -2.1310
H -2.8112 1.4891 -1.4813
H -2.1943 2.6993 -2.5057
H -1.4898 4.0813 -0.7319
H -0.8148 2.7016 0.0783
H 0.0379 1.8534 -2.2167
H -2.6304 -0.4287 -1.4644
H -1.6325 -1.7473 -1.2179
H 1.2266 -0.0603 -2.4131
H 0.5706 -1.6095 -2.0579
H -2.5237 3.0682 0.2704
```

Properties
Total charge = +1
Max |F| = 1.9 eV/Å
E_tot = -631.14334 a.u.
Relative energy (zero: lowest compared OMol25 entry of this formula, charge and spin) = 0.788 eV
E_LUMO = -2.692 eV

Löwdin atomic charge list, values in e, 6 entries: -0.05 -0.36 -0.04 -0.03 -0.05 -0.03

4.
Here is a 3-piece molecular cluster, C10H18N3O2 overall from OMol25. Energies are from the ωB97M-V functional and the def2-TZVPD basis.

```
33
C10H18N3O2 (the ωB97M-V functional and the def2-TZVPD basis)
C -0.1062 -1.3251 -0.4283
C 0.4086 -0.1786 1.7273
C -0.6052 0.0120 2.5360
C 2.9230 -2.0657 0.3439
C 0.2470 -1.4259 -3.8231
C 2.6346 -0.7585 -3.7278
C 0.8727 1.1194 -3.4278
C -1.2642 2.1371 3.5023
C -1.0583 0.2823 5.0313
C 1.1442 -0.4029 -3.7231
N -0.3916 -2.0245 -1.3312
N 0.4726 -0.7461 0.5244
N -0.5367 0.8720 3.6898
O 3.0231 -1.0653 -0.1894
O 2.7565 -3.0330 0.9522
H 1.2789 0.4762 1.9819
H -1.5777 -0.5017 2.3896
H -0.1977 -1.9378 -2.3767
H 0.7260 -2.3508 -4.0443
H -0.7661 -1.2161 -3.8870
H 3.1303 -0.0615 -4.4228
H 2.9897 -1.7274 -4.2147
H 3.1220 -0.8439 -2.7490
H 1.6709 1.6165 -3.9728
H -0.0453 1.4440 -3.7604
H 1.1147 1.2552 -2.3961
H -0.8512 2.3895 2.5047
H -2.3624 2.1164 3.4295
H -0.9805 2.9388 4.0526
H -2.0716 0.1575 4.8251
H -0.6661 -0.8381 5.0871
H -0.9212 0.8604 5.9182
H 0.4848 1.0575 3.6562
```

Properties
Total charge = +1
Max |F| = 4.8 eV/Å
E_tot = -706.21013 a.u.
Relative energy (zero: lowest compared OMol25 entry of this formula, charge and spin) = 4.846 eV
E_LUMO = -2.747 eV

Löwdin atomic charge list, values in e, 6 entries: -0.21 -0.15 -0.11 -0.46 -0.04 -0.07

5.
Here is one molecule with the formula C10H18N3OP from OMol25. Energies are from the ωB97M-V functional and the def2-TZVPD basis.

```
33
C10H18N3OP (the ωB97M-V functional and the def2-TZVPD basis)
C 4.3378 -0.5227 0.4212
C 3.7506 0.8704 0.1337
C 2.8170 0.4872 -1.1063
N 1.7217 -0.3664 -0.8851
C 0.4638 0.1649 -0.7603
O 0.1828 1.3462 -0.8037
C -0.5254 -0.8576 -0.5731
C -0.2804 -2.2493 -0.6132
N -1.4623 -2.8443 -0.2563
N -2.4264 -1.8904 0.0318
C -1.8430 -0.7437 -0.0924
C -2.5714 0.5615 0.2712
C -1.8427 1.3641 1.3092
C -3.8936 0.1573 0.9679
P -3.0916 1.4040 -1.3014
H 3.4412 -1.0987 0.9577
H 4.7386 -0.9187 -0.4551
H 5.0840 -0.4139 1.0917
H 4.6155 1.4920 -0.0555
H 3.2447 1.2221 0.9050
H 2.6003 1.4646 -1.6369
H 3.3652 0.0662 -1.9299
H 1.9997 -1.1617 -0.3982
H 0.4916 -2.9485 -0.8234
H -1.4937 -3.8265 -0.2274
H -2.5117 1.7037 1.9644
H -1.1808 0.7319 1.9224
H -1.3003 2.1150 0.9611
H -4.7733 -0.1951 0.2354
H -4.3803 0.9464 1.4791
H -3.7246 -0.5784 1.6129
H -1.8751 2.0078 -1.6273
H -3.6780 2.5107 -0.7192
```

Properties
Max |F| = 6.5 eV/Å
E_tot = -972.59533 a.u.
Relative energy (zero: lowest compared OMol25 entry of this formula, charge and spin) = 4.825 eV
E_LUMO = 0.549 eV

Löwdin atomic charge list, values in e, 6 entries: -0.11 -0.16 -0.22 0.06 -0.44 0.05

6.
Here is a 2-piece molecular cluster, C10H18N4O4P overall from OMol25. Energies are from the ωB97M-V functional and the def2-TZVPD basis.

```
37
C10H18N4O4P (the ωB97M-V functional and the def2-TZVPD basis)
C -1.6442 -0.2065 -0.4844
C -1.2016 -1.1192 -1.7725
C 0.2650 -1.8469 -1.5861
C 1.0819 -1.7650 -3.0084
N 1.0486 -1.3835 -0.3767
C 1.9918 -0.1858 -0.3327
C 2.8482 0.2321 1.0088
O 3.7606 1.4002 1.1145
N 3.2134 2.1276 2.1402
O 4.0378 2.3199 3.0194
C 2.6937 -0.6677 2.4096
C 1.6413 -1.9390 2.3178
P 1.3627 -2.9855 3.8907
O 2.4999 -2.6036 4.9206
C 0.8663 -2.2250 0.9018
H -2.5076 0.5210 -0.8655
H -2.0657 -0.9685 0.3315
H -0.7983 0.4917 -0.0707
H -1.1740 -0.4285 -2.7208
H -2.0292 -1.9678 -1.8894
H 0.0316 -3.0014 -1.4048
H 1.4389 -0.6872 -3.2974
H 1.9706 -2.5621 -3.0015
H 0.3531 -2.1266 -3.8751
H 2.1087 0.4690 -1.3065
H 3.3112 -0.3800 3.3826
H 0.0943 -2.5208 4.4694
H 1.2227 -4.3959 3.6312
H 0.1284 -3.1529 0.8760
C -3.4911 3.4853 -1.2160
O -3.8982 2.4008 -1.6017
N -3.8473 4.0171 -0.0328
N -2.6500 4.2458 -1.9398
H -3.5227 4.9085 0.3019
H -4.4795 3.4768 0.5432
H -2.3571 3.8822 -2.8373
H -2.3040 5.1413 -1.6393
```

Properties
Total charge = +1
Max |F| = 5.8 eV/Å
E_tot = -1252.51822 a.u.
E_LUMO = -5.562 eV

Löwdin atomic charge list, values in e, 6 entries: -0.13 -0.19 -0.33 -0.08 -0.06 0.15

7.
Here is a 2-piece molecular cluster, C10H18NO3P overall from OMol25. Energies are from the ωB97M-V functional and the def2-TZVPD basis.

```
33
C10H18NO3P (the ωB97M-V functional and the def2-TZVPD basis)
C 3.6956 0.9164 -0.1404
P 2.6468 1.3325 -1.5936
C 3.4839 2.8348 -2.3040
C 1.1017 1.9719 -0.7792
C 0.3904 3.1779 -1.2658
N -0.8051 3.1861 -0.7846
C -1.0558 1.9867 0.0492
C -0.1101 1.0240 -0.6805
C 0.0911 -0.3644 -0.0850
O 1.1278 -0.5265 0.5794
O -0.8376 -1.1563 -0.3434
H 3.1948 1.2323 0.7736
H 4.6317 1.4683 -0.1953
H 3.8380 -0.1535 -0.0700
H 2.8353 3.7070 -2.3516
H 4.3393 3.1098 -1.6885
H 3.8491 2.5750 -3.2908
H 1.3662 2.2488 0.2560
H 0.7231 3.9601 -1.9331
H -1.5057 3.8952 -0.9480
H -0.6488 2.1946 1.0416
H -2.0946 1.6855 0.0956
H -0.5604 0.9651 -1.6742
C -2.3245 -3.1246 1.2246
C -3.5391 -3.8620 1.7223
O -4.6453 -3.3683 1.7096
C -3.3219 -5.2653 2.2470
H -2.6046 -2.1398 0.8749
H -1.5945 -3.0202 2.0289
H -1.8622 -3.6654 0.3997
H -2.6307 -5.2446 3.0908
H -2.9027 -5.8959 1.4616
H -4.2714 -5.6850 2.5731
```

Properties
Max |F| = 1.2 eV/Å
E_tot = -1013.58876 a.u.
Relative energy (zero: lowest compared OMol25 entry of this formula, charge and spin) = 1.799 eV
E_LUMO = -1.281 eV

Löwdin atomic charge list, values in e, 6 entries: -0.29 0.94 -0.29 -0.41 0.00 0.10